Entry 1:
120
Properties=species:S:1:pos:R:3:lowdin_spin:R:1 method="wB97M-V/def2-TZVPD" gap_ha="0.119 / 0.206" mol_weight_g_mol=933.324 e_tot_ha=-3482.94312 multiplicity=2 e_above_lowest_kcal_mol=40.3 total_charge=-2 s2=0.77
Ti 0.295 -0.309 1.474 -0.001
C 4.477 -0.231 3.015 0.000
C 3.440 0.895 3.086 0.000
C 4.071 2.216 3.538 0.000
C 2.303 0.502 3.978 0.000
C 2.354 0.325 5.372 0.000
C 1.082 -0.072 5.716 0.000
N 0.329 -0.107 4.609 0.000
N 1.075 0.252 3.532 0.000
B -1.107 -0.661 4.562 0.000
N -1.186 -1.988 3.744 0.000
C -1.930 -3.022 4.166 0.000
C -1.599 -4.129 3.427 0.000
C -0.601 -3.685 2.538 0.001
N -0.361 -2.385 2.727 0.003
C 0.128 -4.617 1.608 0.001
C 1.639 -4.393 1.631 0.004
C -0.455 -4.591 0.188 0.004
N -2.109 0.421 4.103 0.000
C -3.415 0.445 4.420 0.000
C -3.933 1.653 4.008 0.000
C -2.836 2.315 3.425 0.000
N -1.745 1.563 3.495 0.000
C -2.776 3.692 2.829 0.000
C -1.674 4.520 3.496 0.000
C -2.559 3.604 1.318 0.000
H 5.264 0.023 2.302 0.000
H 4.001 -1.154 2.688 0.000
H 4.933 -0.401 3.995 0.000
H 3.034 1.027 2.087 0.000
H 4.556 2.107 4.511 0.000
H 3.318 3.000 3.620 0.000
H 4.824 2.538 2.815 0.000
H 3.205 0.456 6.018 0.000
H 0.652 -0.331 6.668 0.000
H -1.417 -0.954 5.694 0.000
H -2.630 -2.893 4.975 0.000
H -1.989 -5.129 3.514 0.000
H -0.065 -5.616 2.018 0.000
H 1.901 -3.353 1.438 0.002
H 2.127 -5.002 0.867 0.000
H 2.052 -4.660 2.608 0.001
H -0.360 -3.596 -0.254 0.002
H -1.516 -4.855 0.204 0.000
H 0.074 -5.305 -0.447 0.001
H -3.876 -0.394 4.917 0.000
H -4.946 2.009 4.106 0.000
H -3.743 4.167 3.027 0.000
H -0.724 3.994 3.410 0.000
H -1.882 4.663 4.559 0.000
H -1.577 5.498 3.019 0.000
H -2.436 4.598 0.878 0.000
H -3.406 3.118 0.829 0.000
H -1.664 3.018 1.101 0.000
C -0.625 3.525 -7.720 0.000
C -0.572 2.690 -6.464 0.000
C 0.329 1.648 -6.320 0.000
C 0.382 0.871 -5.159 0.001
C 1.445 -0.209 -5.094 0.001
C -0.511 1.096 -4.099 0.012
Te -0.226 -0.105 -2.128 0.026
N 0.161 -1.458 -0.232 0.138
C 1.484 -1.586 -0.089 0.164
O 1.985 -1.036 1.094 0.037
C 2.400 -2.277 -0.911 0.107
C 1.996 -2.945 -2.110 0.100
C 2.872 -3.741 -2.807 0.023
C 4.218 -3.869 -2.422 0.174
C 4.651 -3.178 -1.278 0.023
C 3.785 -2.404 -0.544 0.103
C -1.875 -1.314 -2.823 0.004
C -1.587 -2.333 -3.743 0.000
C -2.561 -3.179 -4.243 0.000
C -3.871 -3.044 -3.798 0.000
C -4.171 -2.057 -2.879 0.000
C -3.200 -1.181 -2.381 0.000
C -3.666 -0.127 -1.397 0.000
C -1.419 2.162 -4.248 0.001
C -2.439 2.484 -3.179 0.000
C -1.430 2.944 -5.403 0.000
H 0.117 3.185 -8.445 0.000
H -0.431 4.579 -7.507 0.000
H -1.608 3.466 -8.194 0.000
H 1.020 1.430 -7.132 0.000
H 1.917 -0.357 -6.067 0.000
H 1.050 -1.154 -4.727 0.001
H 2.218 0.050 -4.368 0.000
H 0.974 -2.830 -2.446 0.008
H 2.531 -4.230 -3.715 -0.003
H 4.904 -4.476 -3.000 0.016
H 5.690 -3.254 -0.972 -0.003
H 4.108 -1.898 0.358 0.008
H -0.567 -2.444 -4.085 0.000
H -2.300 -3.946 -4.962 0.000
H -4.649 -3.707 -4.158 0.000
H -5.192 -1.950 -2.525 0.000
H -4.003 -0.598 -0.472 0.000
H -4.490 0.451 -1.819 0.000
H -2.851 0.543 -1.137 0.000
H -2.055 2.235 -2.190 0.000
H -3.338 1.881 -3.328 0.000
H -2.722 3.538 -3.204 0.000
H -2.152 3.754 -5.483 0.000
O -1.923 -0.488 1.189 0.001
H -1.787 0.415 0.830 0.000
H -1.469 -1.075 0.523 0.002
C 1.338 3.123 1.380 0.001
C 1.082 2.244 0.132 0.003
C 2.426 1.767 -0.464 0.005
C 0.447 3.185 -0.924 0.001
N 0.188 1.140 0.468 0.018
H 2.282 3.670 1.283 0.000
H 1.384 2.508 2.276 0.000
H 0.534 3.850 1.506 0.000
H 3.140 2.595 -0.511 0.000
H 2.286 1.384 -1.476 0.003
H 2.844 0.958 0.133 0.000
H 1.131 4.012 -1.148 0.000
H -0.487 3.608 -0.550 0.000
H 0.233 2.671 -1.860 0.001

=====

Entry 2:
119
Properties=species:S:1:pos:R:3:lowdin_charge:R:1 method="wB97M-V/def2-TZVPD" gap_ha=0.206 mol_weight_g_mol=1056.257 e_tot_ha=-8067.39479 e_above_lowest_kcal_mol=19.3 total_charge=+1
Sn 0.049 0.287 0.270 1.177
C -4.407 -0.748 -2.198 -0.092
C -3.330 -1.083 -1.155 -0.499
C -3.999 -1.258 0.211 -0.097
P -2.085 0.281 -1.122 1.053
C -1.825 0.886 -2.828 -0.522
C -0.904 2.105 -2.856 -0.101
C -1.254 -0.229 -3.704 -0.092
C -2.731 1.595 -0.090 -0.327
C -3.420 2.701 -0.596 -0.047
C -3.758 3.762 0.225 -0.260
C -4.515 4.954 -0.289 -0.040
C -3.338 3.702 1.560 0.005
C -2.646 2.626 2.078 -0.014
C -2.353 1.529 1.264 -0.331
N -1.559 0.440 1.636 -0.142
C -1.351 0.024 2.946 -0.327
C -2.248 0.275 3.984 -0.024
C -1.922 -0.047 5.289 0.001
C -0.720 -0.658 5.634 -0.269
C -0.317 -0.889 7.063 -0.038
C 0.112 -1.031 4.597 -0.064
C -0.196 -0.727 3.268 -0.314
P 0.765 -1.419 1.953 1.052
C 0.131 -3.100 1.610 -0.491
C 0.185 -3.983 2.865 -0.079
C -1.317 -3.023 1.139 -0.116
C 2.587 -1.425 2.147 -0.499
C 3.182 -2.496 3.061 -0.080
C 3.046 -0.026 2.549 -0.099
H -5.200 -1.494 -2.123 0.094
H -4.042 -0.755 -3.223 0.069
H -4.860 0.224 -1.988 0.087
H -2.813 -1.998 -1.452 0.089
H -4.661 -0.413 0.406 0.093
H -3.296 -1.322 1.037 0.041
H -4.607 -2.163 0.188 0.097
H -2.813 1.178 -3.198 0.110
H 0.099 1.852 -2.502 0.042
H -1.282 2.935 -2.260 0.075
H -0.800 2.447 -3.887 0.101
H -0.239 -0.476 -3.381 0.071
H -1.193 0.118 -4.736 0.098
H -1.853 -1.140 -3.693 0.071
H -3.688 2.740 -1.648 0.114
H -4.729 4.861 -1.354 0.077
H -3.947 5.873 -0.138 0.088
H -5.465 5.070 0.234 0.088
H -3.537 4.550 2.207 0.130
H -2.270 2.656 3.092 0.081
H -3.179 0.781 3.777 0.114
H -2.621 0.212 6.076 0.124
H -0.963 -0.337 7.743 0.081
H 0.706 -0.541 7.215 0.070
H -0.370 -1.946 7.333 0.082
H 1.038 -1.544 4.830 0.111
H 0.780 -3.504 0.826 0.113
H -0.444 -3.557 3.649 0.085
H 1.185 -4.118 3.266 0.057
H -0.213 -4.967 2.614 0.094
H -1.959 -2.735 1.973 0.090
H -1.647 -4.001 0.784 0.105
H -1.465 -2.298 0.342 0.010
H 2.915 -1.641 1.125 0.092
H 2.862 -2.382 4.097 0.082
H 4.266 -2.379 3.045 0.092
H 2.963 -3.508 2.725 0.068
H 2.786 0.208 3.583 0.049
H 2.615 0.769 1.934 0.042
H 4.136 0.034 2.476 0.086
C 0.177 -2.959 -2.106 -0.067
O 1.010 -1.927 -1.587 -0.163
C 2.271 -1.874 -2.129 -0.207
C 2.714 -2.713 -3.134 -0.052
C 3.993 -2.539 -3.651 -0.670
Br 4.574 -3.677 -5.037 0.795
C 4.834 -1.563 -3.165 -0.051
C 4.400 -0.740 -2.126 -0.073
C 3.114 -0.886 -1.624 -0.184
O 2.580 -0.059 -0.658 -0.071
C 5.319 0.290 -1.611 -0.294
N 5.972 1.131 -2.352 0.202
C 6.731 1.884 -1.461 -0.221
C 7.612 2.936 -1.712 -0.008
C 8.250 3.506 -0.630 -0.079
C 8.025 3.049 0.680 -0.078
C 7.151 2.015 0.948 -0.020
C 6.512 1.450 -0.151 -0.208
N 5.560 0.448 -0.262 0.161
H 0.565 -3.943 -1.837 0.114
H 0.089 -2.885 -3.192 0.098
H -0.802 -2.819 -1.661 0.064
H 2.087 -3.496 -3.536 0.102
H 5.827 -1.421 -3.566 0.123
H 3.162 0.709 -0.524 0.068
H 7.784 3.279 -2.723 0.115
H 8.944 4.321 -0.786 0.105
H 8.547 3.525 1.500 0.107
H 6.966 1.678 1.960 0.114
H 5.343 -0.231 0.449 0.153
C 3.572 3.190 0.726 -0.190
Ge 2.081 3.357 -0.516 0.757
C 1.423 5.192 -0.512 -0.198
C 2.541 2.865 -2.359 -0.201
C 0.572 2.331 0.228 -0.406
H 4.420 3.781 0.376 0.035
H 3.917 2.167 0.865 -0.019
H 3.244 3.558 1.700 0.035
H 2.207 5.880 -0.830 0.029
H 1.108 5.473 0.494 0.032
H 0.576 5.302 -1.190 0.020
H 3.506 3.309 -2.612 0.030
H 1.797 3.284 -3.039 0.017
H 2.611 1.797 -2.564 0.006
H -0.352 2.781 -0.142 -0.006
H 0.572 2.481 1.321 -0.079
S 0.536 2.816 3.810 0.501
C 1.427 1.890 4.866 -0.954
N 2.046 1.207 5.580 0.025

=====

Entry 3:
118
Properties=species:S:1:pos:R:3:lowdin_spin:R:1 method="wB97M-V/def2-TZVPD" gap_ha="0.226 / 0.239" mol_weight_g_mol=882.106 e_tot_ha=-4969.93617 multiplicity=3 e_above_lowest_kcal_mol=161.2 total_charge=+2 s2=2.13
V -7.731 -15.824 7.290 1.337
C -9.005 -22.835 10.760 0.002
C -9.595 -22.056 9.604 0.007
C -11.091 -22.331 9.537 0.000
P -8.923 -20.396 9.480 0.015
C -7.318 -20.392 10.305 0.000
C -7.441 -20.555 11.841 0.000
C -6.353 -19.242 9.990 -0.003
C -10.187 -19.203 10.033 -0.003
C -10.749 -19.695 11.317 0.001
C -11.459 -18.882 12.165 -0.003
C -11.372 -17.502 11.985 0.001
C -10.922 -16.949 10.781 -0.003
C -10.360 -17.745 9.754 -0.006
Si -9.841 -16.798 8.153 -0.025
C -10.963 -15.299 8.195 -0.003
C -12.286 -15.531 8.316 -0.001
C -13.204 -14.450 8.200 -0.001
C -12.776 -13.169 7.965 0.000
C -11.374 -12.910 7.747 -0.001
C -10.477 -13.932 7.956 -0.001
P -8.667 -13.684 7.950 -0.001
C -8.027 -12.316 6.783 0.002
C -6.575 -12.511 6.389 0.001
C -8.092 -10.887 7.405 -0.001
C -8.171 -12.995 9.644 0.002
C -7.587 -14.068 10.503 0.001
C -9.310 -12.237 10.341 0.000
C -10.449 -17.605 6.504 0.005
C -11.709 -17.271 5.880 -0.005
C -12.307 -18.187 4.953 0.006
C -11.595 -19.275 4.423 -0.007
C -10.165 -19.530 4.781 0.036
C -9.625 -18.653 5.917 0.012
P -8.092 -17.549 5.668 0.005
C -8.484 -16.484 4.139 0.003
C -9.560 -16.854 3.126 0.001
C -8.628 -14.959 4.560 0.000
C -6.595 -18.638 5.025 0.003
C -6.583 -19.007 3.551 0.000
C -5.268 -18.011 5.491 -0.003
H -9.497 -23.793 10.662 0.000
H -9.224 -22.372 11.741 0.000
H -7.911 -23.101 10.728 0.000
H -9.113 -22.629 8.741 0.002
H -11.459 -22.679 10.514 0.000
H -11.327 -23.114 8.807 0.000
H -11.713 -21.457 9.244 0.000
H -6.813 -21.307 9.891 0.000
H -7.173 -19.652 12.420 0.000
H -6.735 -21.335 12.171 0.000
H -8.474 -20.806 12.184 0.000
H -6.528 -18.900 8.924 -0.002
H -5.316 -19.636 9.967 0.000
H -6.381 -18.385 10.726 -0.001
H -10.736 -20.761 11.584 0.000
H -11.915 -19.293 13.031 0.000
H -11.727 -16.787 12.735 0.000
H -11.067 -15.924 10.625 0.000
H -12.749 -16.516 8.182 0.000
H -14.238 -14.568 8.339 0.000
H -13.461 -12.355 7.876 0.000
H -11.029 -11.891 7.518 0.000
H -8.655 -12.308 5.895 0.000
H -5.811 -12.171 7.136 0.000
H -6.439 -11.931 5.482 0.000
H -6.334 -13.548 6.130 0.001
H -7.808 -10.865 8.450 0.000
H -9.051 -10.440 7.327 0.000
H -7.436 -10.175 6.852 0.000
H -7.347 -12.281 9.433 0.000
H -8.343 -14.833 10.922 0.000
H -7.162 -13.591 11.361 0.000
H -6.747 -14.665 10.019 -0.002
H -9.994 -13.029 10.715 0.000
H -9.881 -11.576 9.720 0.000
H -9.063 -11.752 11.282 0.000
H -12.196 -16.306 6.056 0.000
H -13.336 -18.035 4.655 0.001
H -12.039 -19.993 3.727 0.000
H -9.466 -19.645 3.959 0.001
H -7.471 -16.509 3.702 0.000
H -10.574 -16.701 3.564 0.000
H -9.442 -17.836 2.701 0.000
H -9.481 -16.109 2.241 0.000
H -9.684 -14.635 4.348 0.000
H -8.033 -14.260 4.046 0.000
H -8.440 -14.903 5.647 0.001
H -6.689 -19.533 5.647 0.003
H -6.176 -18.148 2.971 0.000
H -7.584 -19.152 3.144 0.000
H -5.969 -19.909 3.353 0.000
H -5.086 -16.975 5.298 0.000
H -4.553 -18.508 4.897 0.000
H -5.123 -18.101 6.552 -0.004
S -5.989 -16.342 8.193 -0.278
C -4.553 -12.319 9.820 0.000
N -4.197 -11.944 11.059 0.000
C -3.124 -10.951 11.255 0.000
C -2.931 -10.287 9.862 0.000
S -3.947 -11.200 8.635 0.000
H -4.512 -12.520 11.867 0.000
H -2.230 -11.545 11.533 0.000
H -3.357 -10.286 12.099 0.000
H -1.851 -10.354 9.616 0.000
H -3.190 -9.187 9.849 0.000
N -9.506 -24.023 3.824 0.136
C -9.320 -23.067 4.431 0.036
C -9.076 -21.903 5.278 0.339
C -10.061 -20.893 5.564 0.055
C -9.763 -19.985 6.811 0.014
N -8.618 -20.254 7.687 0.096
C -7.664 -21.114 7.229 0.235
C -7.814 -21.858 6.050 -0.024
H -11.016 -21.426 5.607 0.009
H -10.762 -19.940 7.325 0.000
H -6.735 -21.144 7.796 0.013
H -7.010 -22.498 5.739 -0.005

=====

Entry 4:
122
Properties=species:S:1:pos:R:3:lowdin_charge:R:1 method="wB97M-V/def2-TZVPD" gap_ha=0.329 mol_weight_g_mol=836.067 smiles="C=CC(=O)OCCCCCC[C@@]1(CCCCCCOC(C)=O)[C@H](CCN)S(=O)(=O)OC[C@]1(C)COCC.Fc1ccccc1.Fc1ccccc1.Fc1ccccc1" e_tot_ha=-3107.44890 total_charge=0
C 5.688 -4.979 -0.309 0.069
C 4.915 -5.649 -1.178 -0.067
C 3.536 -6.021 -0.744 -0.474
O 3.201 -6.362 0.390 0.101
O 2.637 -5.852 -1.771 -0.037
C 1.882 -4.631 -1.618 -0.151
C 0.475 -4.923 -1.074 -0.152
C -0.651 -4.642 -2.076 -0.200
C -0.571 -3.277 -2.755 -0.200
C -0.319 -2.097 -1.763 -0.167
C -1.237 -0.922 -2.135 -0.115
C -0.862 0.461 -1.560 -0.321
C 0.668 0.712 -1.587 -0.126
C 1.483 0.410 -0.332 -0.167
C 2.983 0.694 -0.631 -0.181
C 3.415 2.079 -0.172 -0.186
C 4.851 2.360 -0.662 -0.161
C 5.878 1.669 0.224 -0.179
O 7.131 1.474 -0.438 0.010
C 7.165 0.419 -1.268 -0.530
C 8.350 0.410 -2.187 0.020
O 6.339 -0.477 -1.285 0.081
C -1.465 1.515 -2.562 -0.258
C -0.750 1.531 -3.924 -0.178
C -1.789 1.536 -5.046 -0.257
N -2.647 2.733 -5.065 0.027
S -1.395 3.164 -1.786 0.657
O -2.703 3.760 -1.683 -0.280
O -0.524 4.031 -2.526 -0.268
O -0.718 3.045 -0.360 -0.188
C -1.205 1.998 0.510 -0.118
C -1.575 0.686 -0.193 -0.350
C -3.127 0.718 -0.328 -0.012
C -1.332 -0.477 0.801 -0.158
O -1.542 -0.057 2.137 -0.183
C -2.537 -0.804 2.823 -0.251
C -2.093 -2.222 3.144 -0.049
H 5.660 -5.246 0.738 0.077
H 6.297 -4.163 -0.673 0.066
H 5.196 -5.925 -2.185 0.107
H 2.395 -4.017 -0.879 0.126
H 1.882 -4.085 -2.555 0.115
H 0.306 -4.297 -0.203 0.100
H 0.429 -5.972 -0.808 0.118
H -0.671 -5.396 -2.864 0.113
H -1.621 -4.718 -1.582 0.112
H -1.490 -3.074 -3.303 0.105
H 0.222 -3.237 -3.501 0.102
H 0.735 -1.859 -1.846 0.103
H -0.586 -2.491 -0.789 0.090
H -1.272 -0.896 -3.222 0.108
H -2.240 -1.217 -1.836 0.118
H 0.917 1.726 -1.893 0.116
H 1.080 0.083 -2.374 0.114
H 1.440 -0.647 -0.089 0.098
H 1.227 1.032 0.517 0.084
H 3.168 0.544 -1.691 0.117
H 3.543 -0.023 -0.035 0.109
H 2.778 2.860 -0.584 0.119
H 3.429 2.159 0.916 0.107
H 5.064 3.422 -0.723 0.115
H 4.930 1.903 -1.648 0.110
H 5.490 0.754 0.659 0.114
H 6.096 2.328 1.061 0.128
H 8.993 -0.434 -1.957 0.089
H 8.025 0.293 -3.214 0.089
H 8.952 1.309 -2.098 0.082
H -2.500 1.282 -2.778 0.117
H -0.021 2.328 -4.014 0.113
H -0.207 0.600 -4.067 0.107
H -1.345 1.321 -6.013 0.114
H -2.425 0.669 -4.822 0.106
H -3.525 2.479 -4.627 0.075
H -2.919 2.907 -6.024 0.063
H -0.456 1.869 1.280 0.117
H -2.074 2.392 1.029 0.135
H -3.538 -0.238 -0.636 0.087
H -3.492 1.549 -0.923 0.076
H -3.498 0.889 0.680 0.090
H -2.085 -1.235 0.581 0.117
H -0.375 -0.969 0.665 0.110
H -2.741 -0.319 3.774 0.115
H -3.471 -0.788 2.258 0.118
H -1.222 -2.192 3.790 0.074
H -1.824 -2.750 2.228 0.069
H -2.909 -2.777 3.594 0.072
F -4.236 9.506 -3.319 0.048
C -4.120 8.322 -3.959 -0.288
C -4.590 8.216 -5.254 -0.029
C -4.464 7.001 -5.912 -0.089
C -3.886 5.919 -5.262 -0.097
C -3.424 6.043 -3.963 -0.065
C -3.534 7.258 -3.302 -0.003
H -5.043 9.074 -5.733 0.113
H -4.815 6.902 -6.931 0.100
H -3.782 4.972 -5.769 0.072
H -2.973 5.195 -3.466 0.067
H -3.170 7.382 -2.291 0.120
F -0.424 -0.687 6.042 0.043
C 0.676 -0.109 5.505 -0.272
C 0.634 0.305 4.189 0.005
C 1.766 0.899 3.648 -0.066
C 2.911 1.061 4.416 -0.093
C 2.928 0.631 5.736 -0.084
C 1.800 0.044 6.291 -0.017
H -0.272 0.162 3.598 0.093
H 1.753 1.238 2.620 0.080
H 3.791 1.522 3.986 0.097
H 3.820 0.753 6.335 0.105
H 1.789 -0.291 7.320 0.117
F -4.461 -1.540 5.342 0.049
C -4.501 -2.485 6.306 -0.287
C -3.435 -2.593 7.175 -0.011
C -3.479 -3.562 8.166 -0.079
C -4.575 -4.408 8.268 -0.096
C -5.633 -4.283 7.380 -0.084
C -5.603 -3.311 6.390 -0.019
H -2.587 -1.928 7.072 0.108
H -2.654 -3.656 8.860 0.106
H -4.603 -5.165 9.041 0.101
H -6.486 -4.944 7.456 0.104
H -6.421 -3.192 5.692 0.117